This record from the OMol25 dataset describes a cluster of 7 separate species, C38H43F2N7O in total. The level of theory is ωB97M-V/def2-TZVPD.

Calculated total energy, Ha: -2132.07493
HOMO energy, eV: -9.3
Structure (SMILES): C[C@H](F)C1([C@H](C)F)CCC(=O)N1.c1ccncc1.c1ccncc1.c1ccncc1.c1ccncc1.c1ccncc1.c1ccncc1
Gap between HOMO and LUMO, eV: 9.8742

Each atom is followed by the atoms it is bonded to, with distances in Å.
Cartesian coordinates (Å):
1 C -2.349 -5.055 0.152  C2 1.512, H13 1.088, H14 1.087, H15 1.090
2 C -3.352 -5.326 1.251  C1 1.512, F3 1.399, C4 1.541, H16 1.090
3 F -3.409 -6.711 1.437  C2 1.399
4 C -4.787 -4.854 0.947  C2 1.541, C5 1.569, C8 1.546, N12 1.455
5 C -4.868 -3.288 1.018  C4 1.569, C6 1.513, F7 1.412, H17 1.087
6 C -5.340 -2.526 -0.201  C5 1.513, H18 1.090, H19 1.089, H20 1.087
7 F -3.610 -2.766 1.391  C5 1.412
8 C -5.320 -5.520 -0.342  C4 1.546, C9 1.529, H21 1.086, H22 1.089
9 C -6.796 -5.810 -0.068  C8 1.529, C10 1.515, H23 1.088, H24 1.091
10 C -6.888 -5.846 1.444  C9 1.515, O11 1.215, N12 1.357
11 O -7.840 -6.197 2.111  C10 1.215
12 N -5.709 -5.387 1.937  C4 1.455, C10 1.357, H25 1.006
13 H -1.415 -5.562 0.390  C1 1.088
14 H -2.150 -3.991 0.062  C1 1.087
15 H -2.705 -5.432 -0.807  C1 1.090
16 H -3.024 -4.894 2.196  C2 1.090
17 H -5.504 -3.067 1.871  C5 1.087
18 H -6.428 -2.452 -0.208  C6 1.090
19 H -4.946 -1.513 -0.141  C6 1.089
20 H -5.015 -2.960 -1.143  C6 1.087
21 H -5.156 -4.922 -1.233  C8 1.086
22 H -4.782 -6.457 -0.473  C8 1.089
23 H -7.114 -6.768 -0.475  C9 1.088
24 H -7.486 -5.053 -0.442  C9 1.091
25 H -5.570 -5.237 2.923  N12 1.006
26 N -0.462 -0.695 3.547  C27 1.332, C31 1.333
27 C 0.411 0.292 3.359  N26 1.332, C28 1.387, H32 1.085
28 C 0.622 0.911 2.135  C27 1.387, C29 1.386, H33 1.082
29 C -0.112 0.480 1.042  C28 1.386, C30 1.385, H34 1.083
30 C -1.023 -0.548 1.222  C29 1.385, C31 1.387, H35 1.082
31 C -1.159 -1.101 2.486  N26 1.333, C30 1.387, H36 1.084
32 H 0.976 0.603 4.232  C27 1.085
33 H 1.360 1.697 2.043  C28 1.082
34 H 0.033 0.932 0.069  C29 1.083
35 H -1.622 -0.925 0.402  C30 1.082
36 H -1.857 -1.913 2.654  C31 1.084
37 N -4.982 -3.246 4.490  C38 1.332, C42 1.333
38 C -4.000 -2.399 4.789  N37 1.332, C39 1.386, H43 1.084
39 C -3.375 -2.359 6.026  C38 1.386, C40 1.386, H44 1.081
40 C -3.801 -3.239 7.009  C39 1.386, C41 1.386, H45 1.082
41 C -4.832 -4.117 6.715  C40 1.386, C42 1.387, H46 1.081
42 C -5.387 -4.084 5.445  N37 1.333, C41 1.387, H47 1.087
43 H -3.689 -1.727 3.997  C38 1.084
44 H -2.566 -1.662 6.200  C39 1.081
45 H -3.337 -3.241 7.986  C40 1.082
46 H -5.201 -4.820 7.450  C41 1.081
47 H -6.201 -4.756 5.187  C42 1.087
48 N 3.553 2.749 2.247  C49 1.331, C53 1.331
49 C 4.869 2.576 2.149  N48 1.331, C50 1.387, H54 1.086
50 C 5.790 3.243 2.943  C49 1.387, C51 1.386, H55 1.082
51 C 5.320 4.141 3.888  C50 1.386, C52 1.386, H56 1.082
52 C 3.952 4.330 4.000  C51 1.386, C53 1.387, H57 1.081
53 C 3.114 3.610 3.162  N48 1.331, C52 1.387, H58 1.085
54 H 5.204 1.870 1.394  C49 1.086
55 H 6.848 3.058 2.820  C50 1.082
56 H 6.007 4.683 4.525  C51 1.082
57 H 3.536 5.020 4.722  C52 1.081
58 H 2.038 3.732 3.229  C53 1.085
59 N 3.332 0.350 -1.512  C60 1.333, C64 1.331
60 C 3.062 1.488 -0.874  N59 1.333, C61 1.387, H65 1.083
61 C 2.722 2.668 -1.519  C60 1.387, C62 1.386, H66 1.082
62 C 2.668 2.675 -2.904  C61 1.386, C63 1.386, H67 1.083
63 C 2.944 1.500 -3.584  C62 1.386, C64 1.389, H68 1.083
64 C 3.266 0.370 -2.842  N59 1.331, C63 1.389, H69 1.085
65 H 3.130 1.489 0.206  C60 1.083
66 H 2.517 3.565 -0.949  C61 1.082
67 H 2.417 3.583 -3.440  C62 1.083
68 H 2.897 1.440 -4.664  C63 1.083
69 H 3.487 -0.565 -3.345  C64 1.085
70 N 2.634 1.548 -7.109  C71 1.331, C75 1.331
71 C 3.442 2.599 -7.220  N70 1.331, C72 1.387, H76 1.085
72 C 3.515 3.394 -8.354  C71 1.387, C73 1.386, H77 1.081
73 C 2.704 3.080 -9.433  C72 1.386, C74 1.385, H78 1.082
74 C 1.858 1.988 -9.330  C73 1.385, C75 1.387, H79 1.081
75 C 1.860 1.256 -8.151  N70 1.331, C74 1.387, H80 1.084
76 H 4.065 2.818 -6.358  C71 1.085
77 H 4.192 4.236 -8.386  C72 1.081
78 H 2.730 3.676 -10.336  C73 1.082
79 H 1.206 1.703 -10.145  C74 1.081
80 H 1.211 0.396 -8.038  C75 1.084
81 N 3.944 5.863 -1.303  C82 1.331, C86 1.331
82 C 5.002 5.159 -0.908  N81 1.331, C83 1.387, H87 1.085
83 C 6.309 5.493 -1.232  C82 1.387, C84 1.385, H88 1.082
84 C 6.531 6.618 -2.008  C83 1.385, C85 1.386, H89 1.082
85 C 5.438 7.361 -2.425  C84 1.386, C86 1.387, H90 1.082
86 C 4.171 6.944 -2.047  N81 1.331, C85 1.387, H91 1.085
87 H 4.793 4.281 -0.306  C82 1.085
88 H 7.129 4.879 -0.884  C83 1.082
89 H 7.536 6.911 -2.284  C84 1.082
90 H 5.560 8.248 -3.033  C85 1.082
91 H 3.295 7.504 -2.356  C86 1.085

Results of the Mulliken charge analysis, in e, for atoms 1 through 6: number 1, C, carries -1.280; number 2, C, carries 0.088; number 3, F, carries -0.404; number 4, C, carries 1.461; number 5, C, carries 0.051; number 6, C, carries -1.726